No. 1
This record from OMol25 describes a single C7H9NS molecule. The level of theory is ωB97M-V/def2-TZVPD.

Last column: natural (NBO) charge in e.
CARTESIAN COORDINATES (ANGSTROEM)
1 C 0.88 2.34 -0.11  -0.187
2 C 2.16 2.00 0.14  -0.218
3 C -0.13 1.32 -0.33  -0.321
4 C 2.62 0.67 0.22  0.011
5 C 0.01 0.02 -0.55  0.323
6 C -1.77 -1.70 0.48  -0.569
7 C -0.53 -1.33 -0.49  -0.546
8 N 1.94 -0.38 -0.05  -0.474
9 S 2.44 -1.89 -0.10  -0.008
10 H 0.42 3.27 -0.06  0.212
11 H 2.76 2.86 0.36  0.223
12 H -1.06 1.82 -0.34  0.229
13 H 3.69 0.64 0.59  0.197
14 H -1.92 -2.71 0.04  0.222
15 H -2.47 -0.95 0.31  0.205
16 H -1.28 -1.66 1.38  0.211
17 H -0.82 -1.65 -1.44  0.224
18 H 0.34 -1.97 -0.12  0.267

Results
* charge: 0
* highest occupied orbital energy: -7.561 eV
* energy above the lowest of the compared OMol25 structures with the same formula, charge and spin: 84.2 kcal per mole
* orbital gap: 7.24 eV

---

No. 2
This record from OMol25 describes a molecular structure, C7H9O6P. The level of theory is ωB97M-V/def2-TZVPD.

Last column: Mulliken spin population.
CARTESIAN COORDINATES (ANGSTROEM)
1 C 0.23 0.51 -3.47  0.005
2 C -1.95 0.38 0.85  0.081
3 C 1.65 -1.05 0.99  0.101
4 C -0.16 0.08 -1.93  0.022
5 C -0.02 1.09 -0.82  -0.010
6 C 0.18 -1.29 1.12  0.731
7 C -0.59 0.59 0.48  0.494
8 O 0.39 -0.47 -4.22  0.004
9 O -2.11 0.93 2.03  0.047
10 O 0.28 1.75 -3.71  0.000
11 O -2.82 -0.25 0.30  0.123
12 O 0.38 1.18 3.02  0.021
13 O -0.29 -1.54 2.39  0.067
14 P -0.44 1.82 1.97  0.260
15 H 1.93 -0.93 0.01  -0.013
16 H 1.99 -2.13 1.24  0.017
17 H 1.96 -0.26 1.66  0.021
18 H -1.12 -0.22 -1.78  -0.004
19 H 0.55 -0.66 -1.71  0.000
20 H -0.53 1.98 -1.06  0.037
21 H 1.10 1.15 -0.61  0.016
22 H -0.28 -2.01 0.46  -0.038
23 H -0.32 -0.64 2.79  0.017

Results
* charge: -2
* highest occupied orbital energy (spin up / spin down): 1.676 / -1.452 eV
* energy above the lowest of the compared OMol25 structures with the same formula, charge and spin: 24.4 kcal per mole
* multiplicity: 3
* orbital gap (spin up / spin down): 4.37 / 5.85 eV

---

No. 3
This record from OMol25 describes a single C7HN5 molecule. The level of theory is ωB97M-V/def2-TZVPD.

Last column: natural (NBO) charge in e.
CARTESIAN COORDINATES (ANGSTROEM)
1 C -1.53 1.57 0.42  0.239
2 C -0.66 -0.45 1.33  0.441
3 C 3.63 -0.37 -0.37  0.261
4 C 2.35 1.72 0.28  0.256
5 C 1.98 -0.24 1.39  0.515
6 C -1.12 0.18 0.31  -0.461
7 C 2.71 0.30 0.45  -0.391
8 N -1.69 2.73 0.47  -0.250
9 N 0.01 -0.98 2.23  -0.246
10 N 4.34 -0.91 -1.08  -0.235
11 N 2.14 2.76 -0.15  -0.237
12 N 1.32 -0.63 2.29  -0.204
13 H -1.60 -0.24 -0.68  0.312

Results
* charge: 0
* highest occupied orbital energy: -10.722 eV
* energy above the lowest of the compared OMol25 structures with the same formula, charge and spin: 0.0 kcal per mole
* orbital gap: 9.36 eV

---

No. 4
This record from OMol25 describes 15 unconnected molecules or ions with the total composition C80H205N20O15P5. The level of theory is ωB97M-V/def2-TZVPD.

Last column: Löwdin charge in e.
CARTESIAN COORDINATES (ANGSTROEM)
1 O -0.94 2.53 1.38  -0.302
2 P -0.33 1.30 0.74  0.667
3 N -0.55 -0.19 1.57  -0.268
4 C -1.79 -0.97 1.30  -0.088
5 C 0.07 -0.33 2.90  -0.094
6 N 1.35 1.35 0.48  -0.276
7 C 2.18 0.14 0.39  -0.117
8 C 1.95 2.46 -0.31  -0.086
9 N -0.96 1.05 -0.86  -0.295
10 C -0.66 -0.18 -1.66  -0.082
11 C -2.10 1.76 -1.28  -0.141
12 H -2.56 -0.40 0.76  0.064
13 H -2.20 -1.40 2.22  0.075
14 H -1.62 -1.78 0.60  0.050
15 H -0.24 -1.27 3.36  0.077
16 H -0.37 0.43 3.55  0.055
17 H 1.15 -0.23 2.87  0.064
18 H 3.17 0.33 0.82  0.085
19 H 1.79 -0.75 0.89  0.053
20 H 2.12 -0.23 -0.63  0.066
21 H 1.49 3.38 0.06  0.067
22 H 3.02 2.58 -0.13  0.069
23 H 1.65 2.37 -1.35  0.048
24 H -1.61 -0.70 -1.76  0.071
25 H -0.19 0.17 -2.57  0.075
26 H -0.04 -0.90 -1.12  0.063
27 H -2.97 1.14 -1.08  0.072
28 H -1.92 1.93 -2.34  0.081
29 H -2.29 2.79 -0.96  0.070
30 O -1.42 -3.07 -7.97  -0.292
31 P -1.56 -2.58 -6.56  0.642
32 N -0.06 -2.46 -5.73  -0.268
33 C 1.18 -2.04 -6.49  -0.080
34 C 0.21 -2.70 -4.25  -0.098
35 N -2.59 -3.51 -5.48  -0.266
36 C -3.51 -4.46 -6.11  -0.113
37 C -3.06 -2.91 -4.20  -0.125
38 N -2.30 -1.04 -6.36  -0.314
39 C -3.31 -0.64 -7.30  -0.113
40 C -2.02 -0.16 -5.29  -0.158
41 H 1.86 -1.52 -5.82  0.055
42 H 0.92 -1.42 -7.34  0.071
43 H 1.57 -2.95 -6.96  0.081
44 H 0.20 -1.75 -3.71  0.053
45 H 1.23 -3.05 -4.16  0.069
46 H -0.31 -3.56 -3.82  0.036
47 H -4.24 -4.82 -5.39  0.073
48 H -4.03 -4.06 -6.97  0.068
49 H -2.95 -5.32 -6.48  0.076
50 H -3.71 -3.62 -3.69  0.053
51 H -2.34 -2.51 -3.49  0.044
52 H -3.75 -2.08 -4.37  0.070
53 H -4.14 -1.34 -7.21  0.072
54 H -3.66 0.37 -7.11  0.076
55 H -3.01 -0.80 -8.33  0.076
56 H -1.78 -0.63 -4.33  0.034
57 H -2.91 0.36 -4.92  0.075
58 H -1.24 0.57 -5.44  0.078
59 O 9.47 1.11 -0.79  -0.312
60 P 9.07 2.47 -1.30  0.585
61 N 7.49 2.86 -0.64  -0.306
62 C 7.32 3.32 0.73  -0.117
63 C 6.31 2.17 -1.19  -0.118
64 N 8.90 2.63 -2.99  -0.287
65 C 8.15 3.78 -3.54  -0.133
66 C 9.73 1.83 -4.01  -0.044
67 N 10.06 3.70 -0.81  -0.321
68 C 9.78 5.09 -1.09  -0.113
69 C 11.39 3.37 -0.37  -0.121
70 H 7.99 4.09 1.13  0.073
71 H 7.59 2.48 1.36  0.084
72 H 6.30 3.68 0.88  0.059
73 H 6.57 1.71 -2.14  0.072
74 H 5.46 2.85 -1.23  0.049
75 H 6.09 1.33 -0.52  0.081
76 H 7.54 3.44 -4.37  0.061
77 H 7.47 4.21 -2.80  0.057
78 H 8.82 4.56 -3.91  0.072
79 H 10.75 1.80 -3.61  0.072
80 H 9.34 0.84 -4.23  0.071
81 H 9.57 2.39 -4.93  0.069
82 H 10.03 5.33 -2.13  0.073
83 H 8.70 5.20 -0.98  0.059
84 H 10.25 5.76 -0.38  0.089
85 H 12.07 3.35 -1.23  0.076
86 H 11.40 2.35 0.02  0.072
87 H 11.88 4.05 0.32  0.081
88 O -3.86 -0.44 5.25  -0.285
89 P -3.90 1.03 5.62  0.646
90 N -5.22 1.53 6.54  -0.329
91 C -6.55 1.75 5.89  -0.091
92 C -5.34 1.24 7.91  -0.139
93 N -3.98 2.07 4.24  -0.289
94 C -3.31 1.65 3.01  -0.116
95 C -4.35 3.50 4.33  -0.108
96 N -2.59 1.63 6.52  -0.287
97 C -1.39 0.83 6.86  -0.099
98 C -2.49 3.06 6.93  -0.089
99 H -6.52 1.75 4.80  0.074
100 H -6.92 2.75 6.12  0.082
101 H -7.24 0.95 6.15  0.084
102 H -5.60 0.19 8.03  0.087
103 H -6.20 1.78 8.32  0.087
104 H -4.43 1.47 8.46  0.080
105 H -2.27 1.48 3.29  0.047
106 H -3.59 0.64 2.70  0.058
107 H -3.39 2.31 2.14  0.083
108 H -3.45 4.08 4.11  0.080
109 H -5.05 3.83 3.56  0.078
110 H -4.78 3.66 5.32  0.053
111 H -0.58 1.08 6.18  0.047
112 H -1.11 0.91 7.91  0.086
113 H -1.54 -0.24 6.68  0.070
114 H -1.83 3.57 6.23  0.063
115 H -2.12 3.10 7.96  0.083
116 H -3.50 3.49 6.99  0.065
117 O 1.89 -7.09 -0.48  -0.300
118 P 1.04 -5.90 -0.13  0.613
119 N 0.10 -6.05 1.29  -0.286
120 C -0.31 -7.42 1.80  -0.075
121 C -0.48 -4.92 2.03  -0.121
122 N -0.14 -5.46 -1.31  -0.280
123 C 0.08 -5.84 -2.68  -0.152
124 C -1.00 -4.24 -1.23  -0.091
125 N 1.99 -4.49 0.10  -0.303
126 C 2.66 -3.82 -1.00  -0.125
127 C 2.78 -4.30 1.35  -0.097
128 H 0.57 -8.07 1.84  0.070
129 H -0.96 -7.89 1.07  0.065
130 H -0.71 -7.38 2.81  0.082
131 H -0.25 -3.95 1.59  0.061
132 H -0.02 -4.92 3.02  0.073
133 H -1.56 -5.06 2.09  0.060
134 H 0.95 -5.32 -3.09  0.064
135 H 0.37 -6.89 -2.75  0.080
136 H -0.79 -5.77 -3.32  0.088
137 H -1.91 -4.41 -1.80  0.066
138 H -1.27 -4.02 -0.19  0.038
139 H -0.45 -3.34 -1.52  0.058
140 H 1.97 -3.75 -1.84  0.049
141 H 3.11 -2.86 -0.79  0.081
142 H 3.41 -4.49 -1.42  0.087
143 H 2.26 -4.71 2.21  0.056
144 H 2.86 -3.23 1.53  0.071
145 H 3.75 -4.79 1.20  0.091
146 C -8.54 1.21 -0.83  -0.038
147 C -7.60 0.80 -2.03  -0.488
148 C -8.06 -0.65 -2.40  -0.142
149 C -7.55 -1.15 -3.76  -0.159
150 C -7.89 -0.06 -4.83  -0.112
151 C -7.39 1.37 -4.50  -0.504
152 N -7.85 1.72 -3.13  -0.079
153 O -7.63 3.06 -2.71  -0.013
154 C -5.88 1.46 -4.75  -0.026
155 C -8.04 2.28 -5.51  -0.042
156 C -6.18 0.83 -1.48  -0.041
157 H -8.29 2.17 -0.38  0.075
158 H -8.57 0.40 -0.11  0.076
159 H -9.57 1.32 -1.17  0.080
160 H -7.71 -1.30 -1.59  0.089
161 H -9.14 -0.77 -2.30  0.118
162 H -8.04 -2.12 -3.76  0.105
163 H -6.48 -1.33 -3.76  0.086
164 H -8.97 0.10 -4.83  0.112
165 H -7.57 -0.48 -5.79  0.119
166 H -5.54 1.50 -5.78  0.081
167 H -5.58 2.44 -4.39  0.062
168 H -5.26 0.83 -4.11  0.059
169 H -9.13 2.17 -5.59  0.090
170 H -7.73 3.28 -5.22  0.082
171 H -7.67 2.10 -6.51  0.087
172 H -5.50 0.22 -2.09  0.059
173 H -6.10 0.35 -0.50  0.078
174 H -5.83 1.84 -1.27  0.081
175 H -6.72 3.29 -2.89  0.040
176 C 5.20 4.91 3.61  -0.024
177 C 4.08 3.84 3.82  -0.429
178 C 4.60 2.66 4.72  -0.133
179 C 3.58 1.66 5.27  -0.173
180 C 2.51 2.47 6.05  -0.107
181 C 1.85 3.68 5.25  -0.446
182 N 2.87 4.46 4.50  -0.114
183 O 2.49 5.70 3.94  0.004
184 C 0.73 3.23 4.27  -0.033
185 C 1.08 4.56 6.29  -0.029
186 C 3.73 3.23 2.44  -0.051
187 H 6.20 4.51 3.74  0.077
188 H 5.11 5.77 4.27  0.082
189 H 5.11 5.27 2.59  0.058
190 H 5.23 2.05 4.08  0.108
191 H 5.16 3.10 5.55  0.121
192 H 4.12 0.93 5.87  0.103
193 H 3.08 1.09 4.49  0.095
194 H 2.83 2.84 7.02  0.115
195 H 1.76 1.72 6.27  0.086
196 H 0.43 4.03 3.59  0.076
197 H 1.05 2.39 3.64  0.050
198 H -0.17 2.89 4.77  0.055
199 H 0.55 5.34 5.75  0.084
200 H 0.37 3.86 6.72  0.056
201 H 1.76 4.94 7.05  0.085
202 H 4.44 2.47 2.08  0.076
203 H 3.50 3.94 1.65  0.066
204 H 2.85 2.59 2.44  0.053
205 H 2.09 5.37 3.13  0.076
206 C -3.43 -7.33 -1.01  -0.045
207 C -4.62 -6.54 -0.50  -0.471
208 C -4.29 -6.56 1.03  -0.119
209 C -4.85 -5.32 1.75  -0.163
210 C -4.58 -4.00 0.96  -0.137
211 C -5.09 -3.98 -0.50  -0.410
212 N -4.65 -5.22 -1.15  -0.116
213 O -5.13 -5.35 -2.44  -0.016
214 C -6.72 -3.89 -0.47  0.005
215 C -4.34 -2.72 -1.14  -0.012
216 C -5.96 -7.28 -0.64  -0.023
217 H -3.50 -7.40 -2.09  0.082
218 H -3.46 -8.36 -0.68  0.092
219 H -2.41 -6.97 -0.85  0.064
220 H -4.78 -7.37 1.58  0.118
221 H -3.24 -6.51 1.31  0.094
222 H -4.40 -5.18 2.73  0.078
223 H -5.90 -5.44 2.01  0.105
224 H -3.50 -3.85 0.92  0.091
225 H -5.00 -3.16 1.51  0.120
226 H -6.95 -2.92 -0.03  0.067
227 H -7.15 -3.88 -1.48  0.065
228 H -7.14 -4.63 0.20  0.062
229 H -4.84 -2.57 -2.09  0.060
230 H -4.34 -1.83 -0.51  0.070
231 H -3.29 -2.93 -1.34  0.041
232 H -6.30 -7.61 -1.62  0.082
233 H -6.79 -6.66 -0.29  0.070
234 H -5.97 -8.18 -0.02  0.085
235 H -6.08 -5.50 -2.39  0.079
236 C 3.49 1.69 -3.62  -0.013
237 C 3.82 1.91 -5.16  -0.407
238 C 2.58 1.41 -5.99  -0.138
239 C 2.58 1.85 -7.47  -0.166
240 C 2.79 3.37 -7.62  -0.114
241 C 3.96 4.01 -6.76  -0.435
242 N 4.00 3.40 -5.38  -0.127
243 O 5.04 3.86 -4.62  -0.029
244 C 5.31 3.75 -7.49  -0.033
245 C 3.69 5.52 -6.52  -0.038
246 C 4.97 0.98 -5.62  -0.031
247 H 2.91 2.52 -3.20  0.051
248 H 4.35 1.51 -2.98  0.058
249 H 2.85 0.84 -3.42  0.070
250 H 2.52 0.33 -5.89  0.075
251 H 1.65 1.70 -5.50  0.093
252 H 1.72 1.44 -8.00  0.108
253 H 3.41 1.39 -8.01  0.095
254 H 1.87 3.87 -7.29  0.108
255 H 2.91 3.53 -8.69  0.116
256 H 5.56 2.73 -7.76  0.068
257 H 5.40 4.34 -8.41  0.079
258 H 6.18 4.10 -6.94  0.071
259 H 2.89 5.75 -5.82  0.070
260 H 4.50 6.14 -6.15  0.077
261 H 3.38 5.94 -7.48  0.080
262 H 4.84 -0.03 -5.24  0.082
263 H 5.99 1.19 -5.29  0.073
264 H 5.04 0.87 -6.70  0.062
265 H 4.60 4.27 -3.87  0.082
266 C 1.52 -1.35 6.89  -0.061
267 C 2.02 -2.71 6.52  -0.483
268 C 2.91 -2.45 5.24  -0.115
269 C 3.88 -3.60 4.84  -0.155
270 C 4.62 -4.19 6.10  -0.105
271 C 3.71 -4.54 7.36  -0.480
272 N 2.80 -3.38 7.60  -0.040
273 O 1.91 -3.50 8.80  -0.031
274 C 2.97 -5.84 7.05  -0.057
275 C 4.63 -4.79 8.61  -0.033
276 C 0.75 -3.50 6.07  -0.029
277 H 0.85 -1.44 7.74  0.082
278 H 0.99 -0.79 6.11  0.076
279 H 2.38 -0.81 7.28  0.089
280 H 2.27 -2.47 4.37  0.093
281 H 3.51 -1.54 5.33  0.101
282 H 4.61 -3.29 4.10  0.105
283 H 3.32 -4.41 4.37  0.086
284 H 5.50 -3.70 6.52  0.103
285 H 5.02 -5.17 5.83  0.104
286 H 2.41 -5.84 6.11  0.063
287 H 3.65 -6.69 6.95  0.082
288 H 2.29 -6.11 7.86  0.086
289 H 5.16 -3.88 8.87  0.077
290 H 3.94 -4.98 9.43  0.070
291 H 5.35 -5.61 8.53  0.084
292 H 0.26 -3.07 5.20  0.060
293 H 0.06 -3.47 6.91  0.080
294 H 0.82 -4.58 5.93  0.062
295 H 2.29 -2.89 9.43  0.089
296 C -1.21 5.92 0.27  -0.195
297 O -0.38 5.31 1.15  -0.124
298 H -0.76 6.06 -0.72  0.059
299 H -2.06 5.26 0.12  0.076
300 H -1.52 6.86 0.71  0.088
301 H -0.39 4.35 1.06  0.008
302 C 0.31 3.99 -3.69  -0.112
303 O -0.92 4.53 -3.18  -0.147
304 H 0.86 4.90 -3.93  0.083
305 H 0.82 3.49 -2.87  0.039
306 H 0.27 3.20 -4.43  0.068
307 H -0.85 5.45 -2.91  0.060
308 C 3.80 5.95 -1.04  -0.183
309 O 4.64 4.99 -1.52  -0.114
310 H 2.83 5.45 -0.96  0.072
311 H 4.09 6.32 -0.06  0.088
312 H 3.56 6.77 -1.72  0.082
313 H 5.52 5.35 -1.35  0.085
314 C -4.14 4.96 -2.71  -0.149
315 O -5.32 4.74 -3.41  -0.121
316 H -4.05 4.08 -2.07  0.070
317 H -3.22 5.04 -3.29  0.064
318 H -4.25 5.76 -1.97  0.085
319 H -5.65 5.52 -3.86  0.097
320 C -3.24 -3.59 4.41  -0.239
321 O -2.56 -2.81 5.24  -0.123
322 H -2.75 -4.57 4.47  0.083
323 H -4.29 -3.69 4.69  0.092
324 H -3.07 -3.18 3.42  0.059
325 H -2.98 -1.94 5.19  0.000

Results
* charge: 0
* highest occupied orbital energy: -7.928 eV
* orbital gap: 8.12 eV

---

E_tot readings, ordered: -724.90939; -1064.81339; -540.91120; -7101.33826 Eh